Record 1
{
  "formula": "C4H7NO2",
  "method": "ωB97M-V/def2-TZVPD",
  "symbols": ["O", "O", "C", "C", "C", "N", "C", "H", "H", "H", "H", "H", "H", "H"],
  "coordinates": [[-0.766260, 2.047299, 1.682180], [-1.068071, 1.786445, 0.113210], [-0.390409, 0.638643, -0.122684], [0.339998, 0.060780, 0.823634], [0.831182, -1.264081, 0.370291], [0.287231, -1.426325, -0.995380], [-0.223467, -0.121470, -1.444729], [-1.052632, 2.957707, 1.610757], [0.700055, 0.633867, 1.662655], [1.925473, -1.282879, 0.376607], [0.491380, -2.076484, 1.029019], [-0.475710, -2.092428, -0.978442], [-1.127368, -0.238822, -2.046158], [0.528598, 0.377748, -2.080960]],
  "forces_ev_per_angstrom": [[-1.04, -0.11, -3.25], [0.61, 0.61, 2.22], [0.69, -0.61, 0.79], [0.37, -0.06, -0.29], [0.35, -0.15, 0.00], [-0.15, 0.00, -0.05], [-0.36, 0.21, 0.03], [-0.21, 0.70, 0.22], [-0.22, -0.68, 0.32], [0.07, -0.18, -0.16], [0.09, 0.11, -0.22], [0.09, 0.14, 0.03], [-0.01, 0.00, 0.09], [-0.28, 0.03, 0.28]],
  "nbo_charge": [-0.443, -0.249, 0.258, -0.314, -0.242, -0.602, -0.253, 0.469, 0.241, 0.183, 0.194, 0.359, 0.204, 0.195],
  "gap_ev": 8.3,
  "homo_ev": -8.4,
  "spin_multiplicity": 1,
  "smiles": "OOC1=CCNC1",
  "lumo_ev": -0.13,
  "mol_weight_g_mol": 101.10,
  "de_lowest_kj_mol": 511.9
}



Record 2
{
  "formula": "C23H48I2O5Si",
  "method": "ωB97M-V/def2-TZVPD",
  "symbols": ["C", "C", "I", "C", "Si", "I", "H", "H", "H", "H", "H", "H", "H", "H", "C", "C", "C", "O", "C", "H", "H", "H", "H", "H", "H", "H", "H", "C", "C", "C", "O", "C", "H", "H", "H", "H", "H", "H", "H", "H", "C", "C", "C", "O", "C", "H", "H", "H", "H", "H", "H", "H", "H", "C", "C", "C", "O", "C", "H", "H", "H", "H", "H", "H", "H", "H", "C", "C", "C", "O", "C", "H", "H", "H", "H", "H", "H", "H", "H"],
  "coordinates": [[4.861830, 5.652042, -0.205736], [5.721939, 5.105725, -1.336749], [7.806436, 5.409481, -0.872845], [5.394274, 3.647424, -1.617980], [5.731543, 2.335945, -0.279537], [6.206845, 3.012114, -3.495427], [5.115298, 6.686879, 0.028431], [4.996606, 5.075865, 0.714729], [3.803413, 5.608730, -0.486933], [5.615813, 5.699133, -2.245872], [4.308211, 3.604479, -1.777545], [5.924706, 1.024156, -0.920020], [6.901676, 2.665457, 0.555542], [4.516913, 2.282875, 0.566190], [0.277583, 1.618280, -0.652428], [0.626458, 3.053453, -1.044269], [1.138971, 3.613398, 0.279075], [1.741873, 2.518154, 0.967445], [1.404322, 1.294740, 0.315656], [0.231253, 0.928495, -1.493019], [-0.689467, 1.586847, -0.145782], [1.421020, 3.058667, -1.795532], [-0.219987, 3.616311, -1.437739], [0.316576, 4.016200, 0.879820], [1.888188, 4.398848, 0.158422], [2.281209, 0.909645, -0.219166], [1.121148, 0.566221, 1.075771], [-1.875526, 2.358226, -4.930468], [-2.917125, 2.768867, -3.890491], [-3.132289, 1.458482, -3.143370], [-1.880905, 0.771164, -3.182709], [-1.010382, 1.397716, -4.124188], [-1.306629, 3.196551, -5.330482], [-2.353244, 1.837319, -5.762279], [-2.506068, 3.527273, -3.220599], [-3.836666, 3.158076, -4.325536], [-3.898574, 0.848295, -3.632984], [-3.417388, 1.594684, -2.098923], [-0.224484, 1.942613, -3.588494], [-0.538126, 0.621640, -4.728721], [0.860813, -1.983351, 2.793351], [-0.351149, -1.429084, 3.538903], [-1.375752, -1.335640, 2.416608], [-1.062832, -2.381760, 1.499339], [0.206200, -2.955082, 1.820241], [1.596267, -2.445939, 3.450455], [1.361660, -1.187528, 2.240317], [-0.676794, -2.132544, 4.308231], [-0.170618, -0.464367, 4.011634], [-1.300342, -0.367716, 1.907492], [-2.406851, -1.463448, 2.752240], [0.064316, -3.944818, 2.268037], [0.769941, -3.074042, 0.893162], [-2.438601, -4.779935, 5.501450], [-3.224820, -4.185067, 4.334707], [-4.273374, -3.357005, 5.065557], [-3.656408, -2.910474, 6.273640], [-2.435538, -3.617225, 6.486624], [-1.432756, -5.099686, 5.229553], [-2.969695, -5.635958, 5.921978], [-2.581519, -3.542325, 3.730647], [-3.662416, -4.932882, 3.674517], [-5.154238, -3.961085, 5.307580], [-4.602472, -2.481276, 4.503331], [-1.588959, -2.946820, 6.299092], [-2.395719, -3.931301, 7.530603], [-0.786950, -1.970572, -2.956772], [-1.489803, -2.735092, -1.836891], [-2.315669, -3.737869, -2.630015], [-1.563888, -4.030214, -3.809843], [-0.498374, -3.090143, -3.948907], [0.116654, -1.456170, -2.628963], [-1.457862, -1.227598, -3.392117], [-0.762119, -3.250819, -1.207622], [-2.093375, -2.104068, -1.187155], [-3.284567, -3.312190, -2.913913], [-2.494580, -4.671999, -2.095241], [0.453853, -3.582291, -3.719853], [-0.468910, -2.755090, -4.987257]],
  "forces_ev_per_angstrom": [[0.02, 0.06, 0.12], [0.05, 0.06, 0.05], [0.06, 0.02, 0.00], [-0.19, -0.08, -0.02], [-0.11, 0.02, 0.15], [0.04, 0.01, -0.07], [-0.02, -0.05, -0.11], [-0.02, -0.02, -0.10], [0.10, -0.02, 0.00], [-0.13, -0.05, 0.13], [0.14, 0.01, -0.09], [-0.01, -0.01, -0.04], [-0.01, 0.02, -0.06], [0.05, 0.01, 0.03], [0.00, -0.01, -0.03], [-0.02, 0.01, 0.02], [0.02, 0.01, -0.06], [0.00, 0.06, 0.01], [-0.02, -0.09, 0.01], [-0.02, 0.01, 0.00], [0.00, 0.01, 0.02], [0.00, 0.00, 0.00], [0.01, 0.00, 0.00], [0.00, -0.02, 0.02], [-0.03, -0.01, -0.01], [0.02, 0.02, 0.02], [-0.01, 0.01, -0.02], [0.00, -0.01, 0.02], [-0.04, -0.01, -0.02], [-0.03, 0.10, 0.04], [-0.11, 0.35, 0.05], [0.04, 0.05, -0.08], [0.00, -0.01, 0.00], [0.00, 0.00, 0.00], [0.01, 0.00, 0.00], [0.01, 0.00, 0.01], [0.02, -0.02, -0.01], [-0.01, 0.01, -0.01], [0.00, -0.02, 0.01], [0.00, 0.00, -0.02], [0.06, 0.00, 0.07], [0.00, 0.05, -0.01], [-0.02, 0.06, 0.06], [-0.04, -0.11, -0.02], [0.05, 0.11, -0.03], [-0.03, -0.08, -0.04], [0.01, 0.00, 0.02], [-0.02, 0.00, -0.01], [0.02, -0.02, 0.02], [-0.01, -0.02, -0.05], [0.01, 0.02, 0.02], [-0.04, 0.02, 0.02], [0.00, -0.03, 0.02], [0.02, 0.02, 0.00], [0.00, -0.02, -0.05], [0.02, 0.03, -0.04], [0.00, 0.02, 0.00], [0.00, -0.04, 0.03], [-0.01, 0.00, 0.00], [0.00, 0.00, 0.00], [0.01, -0.01, 0.00], [-0.01, 0.00, 0.02], [0.00, 0.00, 0.03], [0.00, -0.02, -0.01], [-0.02, 0.02, 0.01], [0.01, -0.01, -0.01], [-0.09, -0.15, -0.18], [0.03, 0.04, 0.00], [0.03, 0.00, 0.03], [-0.01, -0.02, -0.02], [0.07, 0.01, 0.06], [0.03, 0.01, 0.01], [0.12, -0.27, 0.12], [0.00, -0.02, 0.00], [-0.01, 0.01, 0.00], [0.00, 0.00, -0.02], [0.00, 0.01, 0.01], [0.00, -0.05, -0.02], [0.01, 0.01, 0.00]],
  "lowdin_charge": [-0.184, -0.927, 0.785, -1.028, 0.552, 0.767, 0.068, 0.071, 0.069, 0.047, 0.023, -0.077, -0.081, -0.064, -0.161, -0.166, -0.197, -0.153, -0.199, 0.094, 0.118, 0.108, 0.108, 0.120, 0.098, 0.114, 0.095, -0.157, -0.164, -0.189, -0.190, -0.202, 0.113, 0.116, 0.108, 0.112, 0.121, 0.118, 0.103, 0.120, -0.157, -0.154, -0.204, -0.153, -0.197, 0.115, 0.091, 0.091, 0.117, 0.110, 0.109, 0.117, 0.113, -0.163, -0.162, -0.202, -0.138, -0.208, 0.110, 0.113, 0.085, 0.116, 0.117, 0.114, 0.103, 0.117, -0.171, -0.161, -0.200, -0.140, -0.203, 0.110, 0.087, 0.102, 0.109, 0.115, 0.116, 0.114, 0.113],
  "gap_ev": 9.4,
  "homo_ev": -9.2,
  "spin_multiplicity": 1,
  "lumo_ev": 0.26,
  "mol_weight_g_mol": 686.53,
  "de_lowest_kj_mol": 0.0
}